--- a ---
Molecular formula: C4H4Br2ClN
Method: DFT, ωB97M-V/def2-TZVPD

```
! wB97M-V def2-TZVPD RIJCOSX def2/J DEFGRID3
* xyz 0 1
C 0.859 1.711 -0.182
C -0.206 -0.136 -1.061
C -0.938 0.116 1.382
C -1.036 -0.410 0.120
N 0.511 0.971 -1.109
Cl 0.504 1.092 1.663
Br 2.468 -2.219 -0.304
Br -2.442 -1.705 -0.066
H 0.978 2.710 0.007
H 1.389 -1.348 -0.460
H -0.388 -0.517 -2.110
H -1.700 -0.264 2.119
*
```

Output
- E_HOMO (eV) = -7.79
- lowest unoccupied orbital energy (eV) = -0.03

Want to see where the charge sits? The natural (NBO) charges in e are: C 0.03; C -0.31; C -0.41; C -0.07; N -0.30; Cl 0.29; Br -0.24; Br 0.09; H 0.21; H 0.19; H 0.24; H 0.27

--- b ---
Molecular formula: C4H4Br2ClN
Method: DFT, ωB97M-V/def2-TZVPD

```
! wB97M-V def2-TZVPD RIJCOSX def2/J DEFGRID3
* xyz 0 1
C 2.295 -1.575 1.445
C 0.359 -1.317 -0.023
C 0.641 1.168 -0.242
C 0.025 -0.002 -0.457
N 1.440 -1.539 0.624
Cl 2.091 1.381 0.662
Br -4.676 2.311 -0.157
Br -1.567 0.076 -1.498
H 3.341 -1.778 1.387
H -3.921 1.339 -0.840
H -0.276 -2.154 -0.261
H 0.247 2.091 -0.640
*
```

Output
- E_HOMO (eV) = -7.89
- lowest unoccupied orbital energy (eV) = 0.03

Want to see where the charge sits? The natural (NBO) charges in e are: C 0.09; C -0.19; C -0.27; C -0.10; N -0.24; Cl 0.01; Br -0.20; Br 0.06; H 0.21; H 0.19; H 0.23; H 0.23

Q: Which of them is the least stable? A: a.

--- a ---
Molecular formula: H4SSi
Method: DFT, ωB97M-V/def2-TZVPD

```
! wB97M-V def2-TZVPD RIJCOSX def2/J DEFGRID3
* xyz 0 1
Si 0.203 -0.161 1.011
S -0.672 1.011 -0.526
H -1.040 -1.448 -1.986
H -0.002 -1.584 1.003
H 1.102 0.784 1.741
H 0.408 1.398 -1.243
*
```

Output
- E_HOMO (spin up / spin down) (eV) = -9.40 / -7.34
- lowest unoccupied orbital energy (spin up / spin down) (eV) = -0.68 / -0.09

Want to see where the charge sits? The natural (NBO) charges in e are: Si 0.55; S -0.44; H -0.02; H -0.13; H -0.12; H 0.16

--- b ---
Molecular formula: H4SSi
Method: DFT, ωB97M-V/def2-TZVPD

```
! wB97M-V def2-TZVPD RIJCOSX def2/J DEFGRID3
* xyz 0 1
Si 0.238 0.474 -0.069
S -1.830 -0.106 0.018
H 1.564 -1.734 -1.227
H 0.477 1.485 -1.003
H 0.909 0.602 1.210
H -1.358 -0.720 1.070
*
```

Output
- E_HOMO (spin up / spin down) (eV) = -9.45 / -7.77
- lowest unoccupied orbital energy (spin up / spin down) (eV) = -0.60 / -0.49

Want to see where the charge sits? The natural (NBO) charges in e are: Si 0.78; S -0.37; H -0.20; H -0.18; H -0.16; H 0.14

--- c ---
Molecular formula: H4SSi
Method: DFT, ωB97M-V/def2-TZVPD

```
! wB97M-V def2-TZVPD RIJCOSX def2/J DEFGRID3
* xyz 0 1
Si 0.644 0.169 -0.076
S -1.624 0.012 -0.137
H 0.997 -0.563 -1.246
H 0.378 1.652 -0.095
H 1.561 -0.202 0.965
H -1.956 -1.068 0.588
*
```

Output
- E_HOMO (eV) = -9.33
- SMILES = [SiH3]S
- lowest unoccupied orbital energy (eV) = 0.52

Want to see where the charge sits? The natural (NBO) charges in e are: Si 0.78; S -0.47; H -0.16; H -0.14; H -0.16; H 0.15

Q: Which of them is the least stable? A: a.

--- a ---
Molecular formula: C4H6BrNO2
Method: DFT, ωB97M-V/def2-TZVPD

```
! wB97M-V def2-TZVPD RIJCOSX def2/J DEFGRID3
* xyz 0 1
C -1.451 -1.344 -0.525
C 0.354 1.458 -0.023
C -0.375 -1.363 0.355
C 1.004 0.268 -0.636
N -2.286 -1.448 -1.313
O -0.868 1.878 -0.576
O -0.354 -0.794 1.603
Br 2.665 -0.258 0.043
H 0.969 2.238 -0.167
H 0.347 1.291 1.032
H 0.335 -2.210 0.224
H 1.071 0.292 -1.782
H -1.516 1.263 -0.455
H 0.104 -1.271 2.220
*
```

Output
- E_HOMO (spin up / spin down) (eV) = -8.70 / -8.70
- lowest unoccupied orbital energy (spin up / spin down) (eV) = -0.52 / -0.52

Want to see where the charge sits? The natural (NBO) charges in e are: C 0.17; C -0.16; C 0.04; C -0.27; N -0.28; O -0.68; O -0.67; Br 0.07; H 0.19; H 0.18; H 0.23; H 0.23; H 0.47; H 0.49

--- b ---
Molecular formula: C4H6BrNO2
Method: DFT, ωB97M-V/def2-TZVPD

```
! wB97M-V def2-TZVPD RIJCOSX def2/J DEFGRID3
* xyz 0 1
C 1.225 -0.279 -0.004
C 0.209 -0.726 -1.120
C 0.169 -0.492 1.025
C -0.765 -0.769 -0.020
N -0.741 2.255 0.030
O -1.336 2.404 -1.019
O -1.013 2.401 1.159
Br -2.255 -1.917 0.280
H 2.076 -0.983 -0.015
H 1.556 0.791 0.046
H -0.165 -0.031 -1.855
H 0.538 -1.540 -1.742
H 0.312 -1.539 1.548
H 0.189 0.426 1.687
*
```

Output
- E_HOMO (spin up / spin down) (eV) = -7.87 / -10.43
- lowest unoccupied orbital energy (spin up / spin down) (eV) = -1.81 / -0.30

Want to see where the charge sits? The natural (NBO) charges in e are: C -0.38; C -0.50; C -0.52; C 0.02; N 0.52; O -0.28; O -0.25; Br 0.04; H 0.22; H 0.21; H 0.23; H 0.23; H 0.22; H 0.24

Q: Which of them is the least stable? A: b.

--- a ---
Molecular formula: C2H10NOS2
Method: DFT, ωB97M-V/def2-TZVPD

```
! wB97M-V def2-TZVPD RIJCOSX def2/J DEFGRID3
* xyz 1 1
N 0.452 -1.718 -0.736
C 0.739 -0.980 0.549
C -0.161 0.230 0.650
S -0.525 0.663 2.371
S -1.682 2.157 2.510
H 0.077 -1.122 -1.478
H -0.319 -2.389 -0.706
H 1.390 -2.228 -0.929
H 1.839 -0.634 0.679
H 0.503 -1.586 1.453
H 0.422 1.165 0.172
H -1.072 0.186 0.091
H -1.136 3.271 2.078
H 0.377 0.983 -2.759
H -0.833 1.271 -1.930
O -0.072 0.729 -2.012
*
```

Output
- E_HOMO (eV) = -11.91
- lowest unoccupied orbital energy (eV) = -3.64

Want to see where the charge sits? The natural (NBO) charges in e are: N -0.70; C -0.26; C -0.59; S 0.12; S -0.07; H 0.48; H 0.44; H 0.46; H 0.26; H 0.25; H 0.25; H 0.22; H 0.12; H 0.49; H 0.50; O -0.96

--- b ---
Molecular formula: C2H10NOS2
Method: DFT, ωB97M-V/def2-TZVPD

```
! wB97M-V def2-TZVPD RIJCOSX def2/J DEFGRID3
* xyz 1 1
N -1.023 -0.743 -1.408
C -0.385 -1.273 -0.090
C 0.087 -0.101 0.704
S 0.126 -0.599 2.470
S 0.622 0.937 3.599
H -0.526 0.101 -1.744
H -2.027 -0.663 -1.197
H -0.948 -1.407 -2.183
H 0.367 -1.964 -0.468
H -1.180 -1.894 0.342
H 1.065 0.244 0.380
H -0.551 0.766 0.535
H 2.005 1.016 3.552
H 1.096 1.783 -2.220
H 0.646 2.293 -0.858
O 0.626 1.504 -1.414
*
```

Output
- E_HOMO (eV) = -12.38
- lowest unoccupied orbital energy (eV) = -3.54

Want to see where the charge sits? The natural (NBO) charges in e are: N -0.70; C -0.21; C -0.58; S 0.11; S -0.08; H 0.47; H 0.44; H 0.43; H 0.23; H 0.23; H 0.25; H 0.22; H 0.14; H 0.50; H 0.51; O -0.98

Q: Which of them is the least stable? A: a.